{"formula": "C5H5NO", "method": "ωB97M-V/def2-TZVPD", "symbols": ["O", "C", "C", "C", "C", "C", "N", "H", "H", "H", "H", "H"], "xyz": [[-1.027580, -0.487247, 2.501469], [-0.870413, -0.328251, 1.317626], [0.475715, -0.069034, 0.707997], [0.676596, -0.813931, -0.547511], [0.541330, 0.828678, -0.487733], [-0.659438, 1.415930, -1.049414], [-1.575087, 1.927632, -1.545767], [-1.710062, -0.399206, 0.593282], [1.287027, -0.028774, 1.418091], [-0.122417, -1.345379, -1.035981], [1.680291, -1.255604, -0.675818], [1.304040, 0.555187, -1.196240]], "forces_ev_per_a": [[0.028, 0.031, -0.602], [-0.035, 0.214, 0.500], [0.149, -0.097, 0.415], [-0.589, -0.935, 0.454], [-0.869, -1.438, -0.764], [-0.403, 0.134, -0.626], [0.960, -0.550, 0.675], [0.075, 0.027, 0.123], [0.008, -0.015, 0.172], [-0.278, -0.162, 0.244], [-0.576, 0.661, -0.320], [1.529, 2.128, -0.268]], "mulliken_charge": [-0.451, -0.199, 0.229, -0.807, -0.124, 0.202, -0.416, 0.305, 0.360, 0.323, 0.276, 0.302], "e_tot_ha": -323.40421, "orbital_gap_ev": 10.7, "lumo_ha": 0.0209, "multiplicity": 1}

{"formula": "C32H56F24N7O17S8", "method": "ωB97M-V/def2-TZVPD", "symbols": ["C", "C", "N", "C", "C", "C", "C", "C", "O", "C", "H", "H", "H", "H", "H", "H", "H", "H", "H", "H", "H", "H", "H", "H", "H", "H", "H", "H", "H", "H", "C", "C", "C", "N", "C", "C", "C", "C", "C", "H", "H", "H", "H", "H", "H", "H", "H", "H", "H", "H", "H", "H", "H", "H", "H", "H", "H", "C", "C", "C", "N", "C", "C", "C", "C", "C", "H", "H", "H", "H", "H", "H", "H", "H", "H", "H", "H", "H", "H", "H", "H", "H", "H", "H", "C", "F", "F", "F", "S", "O", "O", "N", "S", "O", "O", "C", "F", "F", "F", "C", "F", "F", "F", "S", "O", "O", "N", "S", "O", "O", "C", "F", "F", "F", "C", "F", "F", "F", "S", "O", "O", "N", "S", "O", "O", "C", "F", "F", "F", "C", "F", "F", "F", "S", "O", "O", "N", "S", "O", "O", "C", "F", "F", "F"], "xyz": [[4.368683, -1.772885, -5.137548], [4.108382, -1.697392, -3.567289], [4.892899, -0.680826, -2.794063], [4.509936, -0.832942, -1.323713], [6.380247, -0.847511, -3.077369], [6.874711, -2.169845, -2.514411], [4.355607, 0.693072, -3.190784], [5.197534, 1.876311, -2.609023], [6.217127, 2.167325, -3.540178], [7.426924, 2.613700, -2.969709], [3.576696, -2.469174, -5.441820], [5.266919, -2.298617, -5.366783], [4.200274, -0.803290, -5.606739], [4.259668, -2.683114, -3.217955], [3.048780, -1.454617, -3.458316], [5.096216, -0.172157, -0.697223], [4.601759, -1.865643, -1.114643], [3.453481, -0.624725, -1.300897], [6.835854, -0.038856, -2.546141], [6.463216, -0.865813, -4.163284], [6.889314, -2.170039, -1.401522], [7.850310, -2.504079, -2.877651], [6.315726, -2.994926, -2.941265], [3.309900, 0.641277, -3.003894], [4.423976, 0.688552, -4.289153], [5.564310, 1.701451, -1.620816], [4.511288, 2.722259, -2.446161], [7.178663, 3.436657, -2.325917], [7.996791, 3.022315, -3.771918], [7.966721, 1.905436, -2.346310], [-3.672801, -1.448871, -1.060589], [-2.537048, -2.020286, -0.185710], [-2.422925, -1.332220, 1.138867], [-1.048755, -0.927014, 1.613119], [-1.164918, -0.503987, 3.090360], [-0.572898, 0.303337, 0.789763], [0.971593, 0.103569, 0.696130], [1.093665, -1.445937, 0.562780], [0.041295, -1.983859, 1.530563], [-3.380262, -0.462563, -1.396969], [-4.638400, -1.403716, -0.519377], [-3.808548, -2.132335, -1.885954], [-1.620307, -1.878177, -0.741401], [-2.546008, -3.134894, -0.150532], [-2.975052, -1.860483, 1.906633], [-2.909577, -0.341555, 1.061300], [-1.800432, 0.402009, 3.074228], [-0.151781, -0.313413, 3.488070], [-1.500796, -1.287798, 3.735516], [-0.870852, 1.242683, 1.268441], [-0.974346, 0.131542, -0.204361], [1.456034, 0.384221, 1.626115], [1.335698, 0.615916, -0.189912], [2.079049, -1.811064, 0.731179], [0.823964, -1.772353, -0.420154], [0.466981, -2.073719, 2.531617], [-0.407658, -2.911261, 1.275828], [-3.639345, 1.976667, 0.115884], [-4.894746, 2.537238, 0.734976], [-5.520746, 1.520635, 1.665675], [-6.946229, 1.858252, 2.045399], [-6.985821, 3.174851, 2.744281], [-7.488041, 0.759820, 2.871070], [-8.964704, 1.026448, 2.897480], [-9.282346, 1.404057, 1.418512], [-7.966710, 1.966207, 0.932900], [-2.887568, 1.721712, 0.846849], [-3.252382, 2.709249, -0.564994], [-3.855232, 1.071545, -0.448383], [-5.557278, 2.945687, -0.042099], [-4.620357, 3.452493, 1.274367], [-4.919478, 1.376140, 2.557472], [-5.653495, 0.573343, 1.172978], [-7.957989, 3.260397, 3.212695], [-6.680906, 4.004351, 2.104513], [-6.316565, 3.099227, 3.608023], [-7.099847, 0.735538, 3.872558], [-7.274665, -0.220228, 2.394801], [-9.259615, 1.852786, 3.566674], [-9.555140, 0.224899, 3.285612], [-10.067588, 2.146001, 1.292778], [-9.637658, 0.533064, 0.830374], [-8.119268, 2.992389, 0.700314], [-7.586617, 1.455609, 0.078758], [-1.452733, -5.311443, 3.403205], [-1.927536, -4.510894, 2.379553], [-1.658823, -6.569335, 3.138392], [-0.161943, -5.065125, 3.506689], [-2.201688, -5.040813, 5.052745], [-3.532883, -5.569335, 5.070997], [-1.224288, -5.766281, 5.832798], [-2.047274, -3.464687, 4.982519], [-1.925086, -2.766463, 6.438767], [-2.470126, -1.450213, 6.503284], [-2.211258, -3.700504, 7.552519], [-0.108137, -2.507448, 6.439359], [0.611125, -3.372339, 5.796805], [0.197701, -1.318333, 5.824910], [0.320060, -2.404091, 7.698338], [0.923944, -3.838249, -4.506210], [0.646902, -3.075653, -5.551075], [0.195903, -5.003716, -4.661730], [2.192749, -4.108412, -4.657242], [0.510379, -3.004916, -2.852017], [-0.844635, -3.394125, -2.604411], [1.615493, -3.374126, -2.002868], [0.669511, -1.493836, -3.110892], [-0.544716, -0.568956, -3.738089], [-1.341882, -1.115848, -4.782600], [-1.197007, 0.232071, -2.712267], [0.477849, 0.749785, -4.528205], [0.900517, 1.565722, -3.608186], [1.571561, 0.266079, -5.046384], [-0.305780, 1.398803, -5.425349], [-2.324863, 9.438295, -2.249156], [-2.787556, 9.694016, -1.011017], [-3.353050, 9.404244, -3.058637], [-1.515053, 10.398669, -2.600966], [-1.239573, 7.933814, -2.480382], [-1.451365, 7.605407, -3.874720], [0.115767, 8.253724, -2.015648], [-1.949768, 6.972763, -1.457042], [-2.092715, 5.470856, -1.690234], [-3.387817, 5.045023, -1.254970], [-1.651291, 4.887099, -2.894009], [-0.887184, 4.927090, -0.459969], [-1.086044, 3.581637, -0.257890], [0.410382, 5.042999, -0.811726], [-1.047594, 5.578153, 0.711876], [5.318219, -0.111395, 2.161636], [4.997672, -0.862392, 3.280073], [4.152456, -0.132685, 1.440354], [5.557367, 1.097008, 2.538240], [6.814821, -0.957556, 1.424640], [6.982702, -0.382086, 0.105965], [7.822849, -0.638172, 2.372674], [6.398951, -2.401461, 1.123155], [6.515818, -3.561561, 2.164979], [7.744922, -4.283150, 2.081779], [5.998665, -3.293859, 3.475070], [5.178506, -4.739787, 1.483628], [5.465842, -5.221695, 0.283681], [5.193391, -5.792083, 2.312749], [4.011156, -4.188286, 1.449989]], "forces_ev_per_a": [[-1.540, -0.057, 2.023], [-0.497, 0.729, -2.399], [-0.624, 0.214, 0.326], [-0.096, 0.229, -1.438], [-0.647, -1.009, 0.567], [0.183, -0.580, 0.386], [2.120, -0.250, -0.939], [-1.553, -0.317, -1.000], [-0.180, -0.714, -0.051], [-0.867, 0.693, 0.485], [0.074, 0.436, -0.211], [0.969, 0.182, -0.318], [0.375, -0.298, -0.282], [0.264, -0.775, 0.939], [0.164, 0.023, 0.322], [-0.037, -0.293, -0.248], [0.510, -0.932, 0.751], [-0.405, 0.276, 0.158], [0.564, 0.521, -0.238], [0.241, 0.683, 0.167], [-0.100, -0.202, -0.898], [0.356, 0.949, 0.120], [-0.716, -0.190, 0.394], [-0.753, 0.405, 0.722], [0.234, 0.539, 0.382], [0.597, -0.629, 0.680], [0.126, 0.065, -0.476], [0.101, 0.700, 0.557], [0.710, -0.054, -0.537], [0.042, -0.547, -0.241], [0.080, -0.726, 0.925], [0.464, -0.879, -0.962], [-0.703, 1.202, 0.355], [0.088, 0.560, 1.388], [0.753, 0.973, -1.015], [1.509, -1.323, 0.212], [-1.243, -1.217, 0.102], [-1.261, 0.949, -0.064], [0.739, 0.745, 0.455], [-0.102, -0.006, -0.353], [0.384, 0.042, -0.095], [-0.059, 0.118, -0.458], [0.328, 0.324, -0.336], [-0.417, 0.757, 0.478], [0.390, -0.287, 0.465], [0.023, -0.525, 0.006], [0.316, -0.591, 0.459], [-0.455, 0.466, -0.539], [-0.830, -0.682, -0.083], [-0.133, -0.430, -0.220], [-0.248, 0.487, -0.129], [0.220, 0.493, -0.105], [0.259, 0.203, 0.197], [0.726, -0.325, 0.472], [-0.076, 0.088, -0.694], [-0.149, -0.121, -0.063], [-0.279, -0.794, -0.388], [-0.419, -0.324, -0.476], [0.132, 0.958, 0.329], [-0.779, 0.497, -1.202], [0.243, 0.648, 0.215], [0.537, -0.488, 1.628], [-0.838, -0.803, 0.625], [-1.272, 0.835, -0.406], [-0.521, -0.926, 0.541], [0.229, -0.246, -0.561], [0.177, 0.177, 0.318], [0.381, 0.272, -0.278], [-0.074, 0.100, -0.014], [-0.105, -0.632, 0.041], [0.043, -0.200, 0.204], [-0.213, 0.050, 0.315], [0.352, -0.540, -0.341], [-0.254, 0.541, -0.484], [-0.287, -0.334, -0.005], [0.255, 0.132, -0.285], [0.686, 0.194, 0.315], [0.021, 0.731, 0.050], [0.461, -0.168, -0.243], [-0.164, -0.866, -0.057], [-0.031, 0.046, 0.343], [0.554, 0.334, 0.380], [0.403, 0.805, -0.349], [0.377, -0.357, -0.663], [-0.720, 1.263, 0.178], [0.099, -0.831, 0.616], [-0.018, -1.028, -1.065], [0.614, 0.040, -0.460], [1.039, -1.495, -0.206], [-0.307, 0.569, -0.286], [-0.442, 0.611, 0.097], [-0.702, 1.280, 1.656], [-0.404, -2.967, 1.352], [-0.228, 0.488, -0.492], [0.548, 1.959, -2.097], [0.826, 1.807, 0.454], [0.205, -1.432, -0.226], [-0.555, 0.073, 0.211], [-0.025, -0.103, 0.052], [-1.663, -0.907, -0.452], [-0.849, 0.713, -0.218], [0.901, 1.172, 0.483], [1.428, -0.796, 0.773], [0.561, -0.864, -0.493], [-0.007, -0.390, 0.358], [-0.544, -0.488, -0.124], [-1.050, 2.303, -1.048], [0.401, 1.016, 1.246], [-0.109, -0.722, -0.128], [0.223, -1.132, -0.145], [-1.347, -0.342, 0.093], [-0.039, 1.594, 1.155], [1.016, -0.771, -1.905], [1.073, -0.524, 0.565], [0.719, -0.888, 0.848], [0.308, -0.327, -0.214], [-0.802, -0.085, -0.526], [0.518, 1.820, -0.411], [1.410, -0.182, -0.033], [0.318, 0.416, 0.870], [-1.998, 0.007, -0.752], [-0.162, 1.220, -0.350], [-0.814, -0.232, 0.140], [-0.509, -0.504, 1.052], [0.914, -0.422, -1.353], [0.922, -1.143, 1.051], [0.140, 0.612, 0.344], [-0.986, 0.265, -0.062], [0.030, -0.660, -0.448], [-1.462, -2.862, 1.465], [0.411, 1.028, -0.927], [0.975, 0.218, -0.254], [0.331, 1.384, 0.030], [0.154, 1.779, -1.777], [-0.056, 0.933, 0.102], [0.166, -0.486, 0.751], [-0.407, -0.391, 0.002], [-1.097, -2.292, 1.216], [0.319, 0.013, -0.442], [0.102, 0.332, -0.065], [2.559, -0.268, 0.684], [0.193, 0.094, -0.879], [-0.398, 0.110, 0.229], [-1.552, 0.679, 0.104]], "mulliken_charge": [-1.672, 0.163, 1.378, -0.565, -0.316, -1.206, -0.257, -1.134, -0.463, -0.722, 0.502, 0.490, 0.228, 0.813, -0.780, -0.382, 0.812, -0.113, 0.156, 0.661, 0.223, 0.443, 0.285, 0.083, 0.648, 0.353, 0.521, 0.352, 0.281, 0.248, -1.298, 1.355, -0.165, 1.448, -1.273, 0.010, -1.664, 1.383, -1.208, 0.259, 0.239, 0.552, -1.192, 0.436, 0.563, -0.757, 0.157, 0.507, 0.325, 0.512, -0.058, 0.476, 0.748, 1.009, -1.326, 0.148, 0.287, -0.313, -0.460, -0.930, 0.470, -0.993, -0.579, -0.753, -0.569, -0.556, -0.116, -0.044, 0.013, 0.436, 0.374, 0.342, 0.309, 0.417, 0.387, 0.329, 0.402, 0.388, 0.259, 0.482, 0.314, 0.334, 0.314, 0.453, 0.626, -0.221, -0.211, -0.201, 0.963, -0.677, -0.615, -0.351, 0.929, -0.629, -0.650, 0.703, -0.189, -0.250, -0.244, 0.531, -0.241, -0.254, -0.224, 0.916, -0.609, -0.532, -0.239, 0.938, -0.684, -0.619, 0.493, -0.170, -0.231, -0.233, 0.679, -0.244, -0.236, -0.223, 1.082, -0.627, -0.668, -0.335, 0.917, -0.647, -0.632, 0.661, -0.232, -0.223, -0.258, 0.624, -0.246, -0.206, -0.222, 0.871, -0.685, -0.683, -0.168, 0.919, -0.656, -0.617, 0.664, -0.246, -0.238, -0.160], "e_tot_ha": -8497.42449, "charge": -1, "orbital_gap_ev": 8.1, "lumo_ha": 0.0127, "multiplicity": 1}

{"formula": "C7H10F3N3O2", "method": "ωB97M-V/def2-TZVPD", "symbols": ["C", "C", "C", "C", "C", "C", "C", "N", "N", "N", "O", "O", "F", "F", "F", "H", "H", "H", "H", "H", "H", "H", "H", "H", "H"], "xyz": [[1.797002, 0.123881, 0.208124], [0.493678, 2.012020, 0.323012], [-1.053477, -2.011910, -0.297516], [-1.303546, -3.383475, -0.658751], [-2.333355, -1.161699, -0.304132], [-0.820887, 3.946801, 0.458574], [3.070291, -0.829412, 0.278361], [0.632705, -0.424436, 0.023627], [0.047353, -1.423638, -0.122487], [1.831386, 1.459398, 0.332401], [-0.404531, 1.155892, 0.305023], [0.437687, 3.251270, 0.313532], [3.453005, -0.795738, 1.509953], [4.034704, -0.530747, -0.666799], [2.604518, -1.997741, -0.079261], [-2.002007, -3.394611, -1.549596], [-0.461271, -3.949899, -0.848191], [-1.900956, -3.808945, 0.118072], [-3.201748, -1.764753, -0.242120], [-2.170189, -0.778976, -1.293724], [-2.192092, -0.289475, 0.250333], [-0.675618, 5.011240, -0.035866], [-1.015251, 4.043064, 1.549458], [-1.564825, 3.388342, 0.043568], [2.697413, 2.153540, 0.384410]], "forces_ev_per_a": [[0.908, 1.094, -0.388], [0.909, -1.988, -0.007], [-2.295, 0.740, -0.074], [-1.317, 0.039, -1.162], [2.680, -0.427, -0.926], [1.166, 4.010, 1.234], [0.174, 0.315, -2.759], [2.403, 2.335, 0.430], [-1.237, -2.546, -0.053], [0.463, 1.551, 0.136], [0.054, 0.887, -0.055], [0.878, 1.173, 0.060], [0.835, 0.063, 0.309], [-1.629, 0.417, 2.314], [0.061, -1.093, 0.352], [0.825, 0.133, 0.772], [1.704, -1.258, -0.354], [-0.387, -0.499, 0.760], [-0.771, -0.266, 0.363], [-0.731, 0.248, -1.192], [-0.546, 1.046, 1.552], [-0.321, -2.472, 1.051], [0.265, 0.129, -0.756], [-2.031, -1.333, -1.452], [-2.061, -2.298, -0.155]], "mulliken_charge": [0.443, 0.615, 1.009, -1.400, -1.386, -0.670, 0.817, 0.259, -0.052, -0.090, -0.575, -0.298, -0.161, -0.185, -0.221, 0.377, 0.379, 0.393, 0.388, 0.466, 0.531, 0.263, 0.332, 0.373, 0.391], "e_tot_ha": -886.27011, "charge": 2, "orbital_gap_ev": 8.7, "lumo_ha": -0.3700, "multiplicity": 1}

{"formula": "C4H11NO", "method": "ωB97M-V/def2-TZVPD", "symbols": ["C", "C", "O", "N", "H", "H", "H", "H", "H", "C", "C", "H", "H", "H", "H", "H", "H"], "xyz": [[-0.028131, 1.684055, 1.690922], [-0.897024, 0.744790, 0.894394], [-0.952914, 0.856429, -0.287807], [-1.534667, -0.345110, 1.560770], [-0.120860, 2.722943, 1.371964], [1.020667, 1.410176, 1.670291], [-1.681764, -1.186556, 0.978975], [-1.306078, -0.530195, 2.496749], [-0.373216, 1.791071, 2.798769], [2.037852, -1.615456, -2.224301], [0.879999, -1.000238, -1.439343], [2.868132, -0.761914, -2.300096], [2.672995, -2.479809, -1.876188], [1.717099, -1.854627, -3.209147], [0.065992, -1.737950, -1.170098], [0.418296, -0.394006, -2.196617], [1.128547, -0.293701, -0.717569]], "forces_ev_per_a": [[-1.319, 0.992, 2.986], [0.128, -1.501, 1.579], [-0.596, 0.221, -1.595], [0.391, 0.769, -2.149], [0.007, -0.275, -0.631], [0.044, -0.275, -0.072], [0.034, 1.046, 0.469], [0.392, -0.133, 1.184], [0.713, -0.669, -1.657], [3.248, 1.445, 0.978], [-1.067, -2.224, -1.909], [-1.698, -1.653, -0.225], [-1.173, 0.652, 0.277], [-0.157, -0.195, -0.894], [1.067, 0.791, 0.211], [-0.589, 0.464, -0.255], [0.575, 0.544, 1.704]], "mulliken_charge": [-0.987, 0.657, -0.515, -0.466, 0.298, 0.265, 0.249, 0.209, 0.306, -0.942, -0.519, 0.219, 0.300, 0.280, 0.192, 0.293, 0.162], "e_tot_ha": -288.98124, "orbital_gap_ev": 10.8, "lumo_ha": 0.0306, "multiplicity": 1}